Molecular formula: C3H3NOS2
Method: DFT, ωB97M-V with the def2-TZVPD basis set

Element x y z (Å)
C -0.88694 -1.19420 -0.65600
C 0.63603 0.22309 0.62205
C 0.31244 1.47559 -0.13117
H -1.18003 -2.27063 -0.73993
H 0.25398 -1.55565 0.99893
H -0.79666 1.69606 -0.14886
N 0.03424 -0.94496 0.27914
O -1.23297 -0.32879 -1.45559
S 1.60355 0.29377 1.93390
S 1.25636 2.60572 -0.70247

Atoms 1-2, force components in eV/Å:
-0.9 0.7 -2.9
0.7 1.8 -0.2

Frontier orbital gap (eV): 7.7
2S+1: 1
Structure (SMILES): O=CNC(=S)C=S
LUMO (Eh): -0.0479